No. 1
{"formula": "C44H52AsF6MoN3O4SSeSi", "method": "ωB97M-V with the def2-TZVPD basis set", "total_charge": -1, "relative_energy_kj_mol": 54.6, "multiplicity": 4, "lumo_energy_ev": [1.2987, 0.6798], "gap_ev": [6.0, 6.8], "elements": ["Mo", "C", "Si", "C", "C", "C", "C", "C", "C", "N", "C", "S", "H", "H", "H", "H", "H", "H", "H", "H", "H", "H", "H", "H", "C", "C", "C", "C", "C", "C", "C", "C", "C", "C", "C", "C", "N", "C", "C", "N", "C", "C", "C", "C", "C", "C", "C", "C", "C", "C", "C", "C", "C", "C", "C", "C", "C", "C", "C", "C", "C", "C", "H", "H", "H", "H", "H", "H", "H", "H", "H", "H", "H", "H", "H", "H", "H", "H", "H", "H", "H", "H", "H", "H", "H", "H", "H", "H", "H", "H", "H", "H", "H", "H", "H", "H", "H", "H", "H", "H", "H", "H", "O", "Se", "O", "O", "O", "F", "As", "F", "F", "F", "F", "F"], "xyz": [[-1.4729, -0.4040, 0.6539], [2.7293, 0.4646, 6.1546], [2.4388, -0.8316, 4.8417], [2.6927, -2.5396, 5.5845], [3.6181, -0.5983, 3.4203], [0.6209, -0.7228, 4.3424], [-0.3098, -0.6262, 5.3706], [-1.6646, -0.4111, 5.1354], [-2.0873, -0.2911, 3.8345], [-1.2145, -0.4136, 2.8292], [0.0896, -0.6228, 3.0557], [0.8468, -0.7342, 1.4975], [3.7701, 0.4442, 6.4870], [2.0976, 0.3056, 7.0312], [2.5093, 1.4561, 5.7537], [3.7061, -2.6446, 5.9803], [2.5409, -3.3167, 4.8319], [1.9933, -2.7271, 6.4028], [4.6432, -0.6284, 3.8009], [3.4569, 0.3635, 2.9311], [3.5107, -1.3880, 2.6782], [0.0301, -0.6912, 6.3993], [-2.3697, -0.3050, 5.9466], [-3.1152, -0.1080, 3.5603], [3.5508, -1.6045, -0.3663], [2.3418, -1.4941, -1.2982], [2.8261, -1.1057, -2.6983], [1.5371, -2.7842, -1.2978], [2.2442, -3.9539, -1.5606], [1.6258, -5.1865, -1.5725], [0.2695, -5.2536, -1.3173], [-0.4929, -4.1151, -1.0700], [-1.9779, -4.3439, -0.8759], [-2.8358, -3.6419, -1.9283], [-2.3872, -4.0806, 0.5710], [0.1490, -2.8605, -1.0563], [-0.5893, -1.6223, -0.9328], [-0.6008, -0.8877, -2.0482], [-0.7801, 0.5249, -1.9567], [-0.8714, 1.0825, -0.7619], [-0.7292, 2.5124, -0.6806], [-1.8282, 3.3247, -0.3699], [-1.6443, 4.7002, -0.3288], [-0.4045, 5.2648, -0.5731], [0.6687, 4.4485, -0.8667], [0.5321, 3.0661, -0.9326], [1.7723, 2.2404, -1.2227], [2.7092, 2.2475, -0.0122], [2.4981, 2.7240, -2.4805], [-3.1656, 2.7197, -0.0037], [-3.0985, 2.2339, 1.4446], [-4.3570, 3.6579, -0.1687], [-0.7886, 1.0756, -3.3195], [-0.9505, 2.3198, -3.8660], [-0.9073, 2.4423, -5.2800], [-0.7005, 1.3683, -6.1077], [-0.5293, 0.0680, -5.5618], [-0.3014, -1.1418, -6.2704], [-0.1535, -2.3205, -5.5843], [-0.2191, -2.3975, -4.1686], [-0.4442, -1.2454, -3.4624], [-0.5880, -0.0304, -4.1794], [4.0303, -0.6303, -0.2570], [4.2956, -2.2975, -0.7635], [3.2538, -1.9486, 0.6209], [1.7080, -0.6927, -0.9228], [3.4630, -1.8918, -3.1129], [3.4199, -0.1916, -2.6414], [2.0068, -0.9370, -3.3956], [3.3061, -3.8900, -1.7609], [2.1924, -6.0857, -1.7798], [-0.2328, -6.2137, -1.3302], [-2.1241, -5.4160, -1.0419], [-2.7750, -2.5593, -1.8664], [-3.8825, -3.9089, -1.7933], [-2.5213, -3.9491, -2.9293], [-2.1393, -3.0704, 0.8897], [-1.8626, -4.7684, 1.2384], [-3.4625, -4.1995, 0.7014], [-2.4797, 5.3399, -0.0805], [-0.2722, 6.3373, -0.5078], [1.6455, 4.8889, -1.0199], [1.4710, 1.2094, -1.4038], [3.0125, 3.2660, 0.2372], [3.6100, 1.6654, -0.2286], [2.2214, 1.8296, 0.8677], [2.8909, 3.7342, -2.3513], [1.8369, 2.7244, -3.3497], [3.3468, 2.0726, -2.6987], [-3.3406, 1.8576, -0.6479], [-2.6953, 2.9969, 2.1118], [-2.3971, 1.3894, 1.5264], [-4.0668, 1.8719, 1.7848], [-4.3451, 4.4649, 0.5676], [-5.2726, 3.0843, -0.0210], [-4.3826, 4.1032, -1.1654], [-1.0983, 3.1974, -3.2502], [-1.0372, 3.4257, -5.7138], [-0.6685, 1.5081, -7.1818], [-0.2435, -1.1296, -7.3523], [0.0237, -3.2337, -6.1387], [-0.0777, -3.3507, -3.6764], [-3.2192, -1.1246, 1.5134], [-4.3398, -0.9343, 0.2312], [-4.9925, -2.3300, -0.1889], [-3.0876, -0.4137, -0.7788], [-5.3672, 0.2509, 0.5515], [-0.0472, 2.3221, 2.1534], [0.6027, 3.2966, 3.4533], [1.9397, 2.1735, 3.5783], [1.4998, 4.2367, 2.3069], [-0.2945, 2.3316, 4.5936], [-0.7485, 4.3769, 3.3086], [1.2568, 4.2307, 4.7563]], "forces_ev_per_angstrom": [[0.0, -1.0, -0.2], [-0.1, 0.0, 0.0], [0.0, 0.0, 0.0], [0.0, 0.0, 0.0], [0.0, 0.0, 0.0], [0.0, 0.0, 0.1], [0.0, 0.0, 0.0], [0.0, 0.0, 0.0], [0.0, 0.0, 0.0], [0.0, 0.0, 0.1], [0.0, 0.2, 0.0], [0.0, 0.1, -0.1], [0.0, 0.0, 0.0], [0.0, 0.0, 0.0], [0.0, -0.1, 0.0], [0.0, 0.0, 0.0], [0.0, 0.0, 0.0], [0.0, 0.0, 0.0], [0.0, 0.0, 0.0], [0.0, 0.0, 0.0], [0.0, 0.0, 0.0], [0.0, 0.0, 0.0], [0.0, 0.0, 0.0], [0.0, 0.0, 0.0], [0.0, 0.0, 0.0], [0.0, 0.0, 0.0], [0.0, 0.0, 0.0], [0.0, 0.0, 0.0], [0.0, 0.0, 0.0], [0.0, 0.0, 0.0], [0.0, 0.0, 0.0], [0.0, 0.0, 0.0], [0.0, 0.0, 0.0], [0.0, 0.0, 0.0], [0.0, 0.0, 0.0], [-0.1, -0.1, 0.0], [-0.1, 0.2, -0.1], [0.0, 0.0, 0.0], [0.0, -0.2, -0.1], [-0.1, -0.1, 0.1], [0.0, 0.0, 0.0], [0.0, 0.0, 0.0], [0.0, 0.0, 0.0], [0.0, 0.0, 0.0], [0.0, 0.0, 0.0], [0.1, 0.0, 0.0], [0.0, 0.0, 0.0], [0.0, 0.0, 0.0], [0.0, 0.0, 0.0], [0.0, 0.0, 0.0], [0.0, -0.1, -0.1], [0.0, 0.0, 0.0], [0.1, 0.1, 0.1], [0.0, 0.0, 0.0], [0.0, 0.0, 0.0], [0.0, 0.0, 0.0], [0.0, 0.0, 0.0], [0.0, 0.0, 0.0], [0.0, 0.0, 0.0], [0.0, 0.0, 0.0], [0.0, 0.0, 0.0], [0.0, 0.0, 0.0], [0.0, 0.0, 0.0], [0.0, 0.0, 0.0], [0.0, 0.0, 0.0], [0.0, 0.0, 0.0], [0.0, 0.0, 0.0], [0.0, 0.0, 0.0], [0.0, 0.0, 0.0], [0.0, 0.0, 0.0], [0.0, 0.0, 0.0], [0.0, 0.0, 0.0], [0.0, 0.0, 0.0], [0.0, 0.0, 0.0], [0.0, 0.0, 0.0], [0.0, 0.0, 0.0], [0.0, 0.0, 0.0], [0.0, 0.0, 0.0], [0.0, 0.0, 0.0], [0.0, 0.0, 0.0], [0.0, 0.0, 0.0], [0.0, 0.0, 0.0], [0.0, 0.0, 0.0], [0.0, 0.0, 0.0], [0.0, 0.0, 0.0], [0.0, 0.0, 0.0], [0.0, 0.0, 0.0], [0.0, 0.0, 0.0], [0.0, 0.0, 0.0], [0.0, 0.0, 0.0], [0.0, 0.0, 0.0], [0.0, 0.3, 0.3], [0.0, 0.0, 0.0], [0.0, 0.0, 0.0], [0.0, 0.0, 0.0], [0.0, 0.0, 0.0], [0.0, 0.0, 0.0], [0.0, 0.0, 0.0], [0.0, 0.0, 0.0], [0.0, 0.0, 0.0], [0.0, 0.0, 0.0], [0.0, 0.0, 0.0], [0.2, 0.2, 0.0], [0.0, 0.1, -0.1], [0.0, 0.0, 0.0], [-0.1, 0.1, 0.0], [0.0, 0.0, 0.0], [0.0, 0.0, 0.1], [-0.1, 0.0, 0.0], [0.0, 0.0, 0.0], [0.0, 0.0, 0.0], [0.0, 0.0, 0.0], [0.0, 0.0, 0.0], [0.0, 0.0, 0.0]], "lowdin_charge": [1.61, -0.16, 0.52, -0.18, -0.18, -0.23, -0.07, -0.05, -0.11, -0.15, -0.68, 0.78, 0.03, 0.03, 0.02, 0.03, 0.03, 0.02, 0.04, 0.02, 0.00, 0.10, 0.11, 0.11, -0.08, -0.39, -0.03, -0.14, -0.04, -0.07, -0.04, -0.14, -0.36, -0.05, -0.05, -0.16, -0.04, -0.21, -0.19, -0.01, -0.17, -0.14, -0.03, -0.06, -0.04, -0.14, -0.35, -0.05, -0.05, -0.36, -0.05, -0.07, -0.06, 0.02, -0.06, -0.02, -0.16, -0.02, -0.06, 0.01, -0.09, -0.08, 0.07, 0.07, 0.04, 0.05, 0.08, 0.07, 0.07, 0.11, 0.10, 0.11, 0.12, 0.05, 0.07, 0.08, 0.03, 0.09, 0.08, 0.10, 0.10, 0.11, 0.09, 0.08, 0.07, 0.04, 0.07, 0.07, 0.06, 0.11, 0.09, 0.01, 0.08, 0.08, 0.08, 0.08, 0.12, 0.10, 0.11, 0.11, 0.10, 0.11, -0.59, 0.86, -0.41, -0.55, -0.42, -0.25, 0.73, -0.26, -0.24, -0.24, -0.25, -0.25]}



No. 2
{"formula": "C44H52BNO2Si", "method": "ωB97M-V with the def2-TZVPD basis set", "smiles": "CCOB(O)[SiH2]N.c1ccccc1.c1ccccc1.c1ccccc1.c1ccccc1.c1ccccc1.c1ccccc1.c1ccccc1", "lumo_energy_ev": 0.4927, "gap_ev": 9.8, "elements": ["C", "C", "O", "B", "O", "Si", "N", "H", "H", "H", "H", "H", "H", "H", "H", "H", "H", "C", "C", "C", "C", "C", "C", "H", "H", "H", "H", "H", "H", "C", "C", "C", "C", "C", "C", "H", "H", "H", "H", "H", "H", "C", "C", "C", "C", "C", "C", "H", "H", "H", "H", "H", "H", "C", "C", "C", "C", "C", "C", "H", "H", "H", "H", "H", "H", "C", "C", "C", "C", "C", "C", "H", "H", "H", "H", "H", "H", "C", "C", "C", "C", "C", "C", "H", "H", "H", "H", "H", "H", "C", "C", "C", "C", "C", "C", "H", "H", "H", "H", "H", "H"], "xyz": [[5.3989, 6.5739, 0.4834], [4.7798, 7.4225, -0.6118], [3.4390, 7.0027, -0.8743], [2.3773, 7.3866, -0.1220], [2.5599, 8.4003, 0.7894], [0.6724, 6.2945, -0.3637], [0.6946, 5.0709, 0.9003], [5.1094, 5.5307, 0.3432], [6.4885, 6.6200, 0.4348], [5.0832, 6.9030, 1.4742], [5.3311, 7.2952, -1.5436], [4.8007, 8.4823, -0.3493], [1.7825, 8.5954, 1.3139], [0.6576, 5.6485, -1.7027], [-0.5752, 7.0919, -0.2376], [1.6549, 4.8007, 1.0942], [0.2502, 4.2158, 0.5798], [2.3013, 0.5414, 1.2955], [1.9028, 1.8308, 1.6177], [0.7508, 2.0421, 2.3632], [-0.0018, 0.9585, 2.7958], [0.3942, -0.3326, 2.4717], [1.5438, -0.5418, 1.7201], [3.1989, 0.3837, 0.7102], [2.4983, 2.6716, 1.2833], [0.4398, 3.0508, 2.6052], [-0.9040, 1.1205, 3.3718], [-0.1964, -1.1771, 2.8032], [1.8495, -1.5496, 1.4656], [-2.2443, -5.2995, 1.8740], [-3.4949, -4.8821, 2.3092], [-3.8633, -3.5488, 2.1919], [-2.9809, -2.6319, 1.6370], [-1.7310, -3.0497, 1.2005], [-1.3614, -4.3828, 1.3192], [-1.9593, -6.3402, 1.9656], [-4.1832, -5.5998, 2.7391], [-4.8384, -3.2238, 2.5308], [-3.2672, -1.5918, 1.5420], [-1.0467, -2.3331, 0.7636], [-0.3856, -4.7078, 0.9802], [6.4639, 4.0595, -2.5544], [7.5907, 3.3926, -2.0933], [8.8552, 3.8958, -2.3689], [8.9926, 5.0668, -3.1019], [7.8656, 5.7356, -3.5611], [6.6021, 5.2293, -3.2899], [5.4758, 3.6712, -2.3403], [7.4845, 2.4816, -1.5173], [9.7343, 3.3751, -2.0113], [9.9788, 5.4594, -3.3141], [7.9721, 6.6514, -4.1287], [5.7201, 5.7469, -3.6461], [-8.5225, -1.5036, 3.2020], [-9.6260, -1.8630, 2.4404], [-9.7430, -3.1582, 1.9548], [-8.7573, -4.0954, 2.2316], [-7.6543, -3.7357, 2.9936], [-7.5361, -2.4404, 3.4786], [-8.4312, -0.4936, 3.5803], [-10.3955, -1.1328, 2.2250], [-10.6027, -3.4371, 1.3590], [-8.8479, -5.1053, 1.8528], [-6.8870, -4.4684, 3.2111], [-6.6756, -2.1597, 4.0734], [-3.8915, 2.3294, -1.6189], [-2.6251, 1.8707, -1.2832], [-1.8785, 2.5398, -0.3225], [-2.3998, 3.6660, 0.3009], [-3.6671, 4.1239, -0.0332], [-4.4121, 3.4554, -0.9949], [-4.4742, 1.8081, -2.3676], [-2.2209, 0.9910, -1.7678], [-0.8925, 2.1751, -0.0548], [-1.8227, 4.1820, 1.0581], [-4.0715, 5.0014, 0.4549], [-5.3996, 3.8118, -1.2590], [-4.3073, -9.2230, 0.1391], [-4.0472, -10.5493, -0.1779], [-2.8516, -10.8939, -0.7934], [-1.9153, -9.9130, -1.0904], [-2.1754, -8.5869, -0.7730], [-3.3717, -8.2417, -0.1590], [-5.2399, -8.9536, 0.6187], [-4.7763, -11.3149, 0.0549], [-2.6496, -11.9279, -1.0424], [-0.9830, -10.1824, -1.5703], [-1.4468, -7.8198, -1.0043], [-3.5738, -7.2062, 0.0844], [5.5793, -1.5936, -3.4391], [5.1715, -0.3167, -3.0776], [4.0182, -0.1454, -2.3241], [3.2744, -1.2503, -1.9316], [3.6817, -2.5269, -2.2931], [4.8347, -2.6980, -3.0476], [6.4775, -1.7279, -4.0282], [5.7509, 0.5446, -3.3867], [3.6944, 0.8501, -2.0456], [2.3741, -1.1114, -1.3454], [3.1015, -3.3882, -1.9871], [5.1528, -3.6929, -3.3318]], "forces_ev_per_angstrom": [[0.1, 0.0, 0.0], [0.2, 0.2, 0.0], [-0.1, -0.2, 0.0], [0.0, 0.1, 0.0], [0.1, -0.1, 0.0], [0.1, 0.1, -0.1], [0.3, -0.2, -0.3], [0.0, 0.0, 0.0], [0.0, 0.1, 0.0], [-0.1, 0.0, 0.0], [-0.1, 0.0, 0.0], [0.0, 0.0, 0.0], [-0.1, 0.0, 0.0], [0.0, 0.1, 0.0], [0.0, 0.0, 0.0], [-0.1, 0.1, 0.2], [-0.1, 0.0, 0.2], [0.0, 0.0, 0.0], [0.0, 0.0, 0.0], [0.0, 0.0, 0.1], [0.0, 0.0, -0.1], [0.0, 0.0, 0.0], [0.0, 0.0, 0.0], [0.0, 0.0, 0.0], [0.0, 0.0, 0.0], [0.0, 0.0, 0.0], [0.0, 0.0, 0.0], [0.0, 0.0, 0.0], [0.0, 0.0, 0.0], [0.0, 0.0, 0.0], [0.0, 0.0, 0.0], [0.0, 0.0, 0.0], [0.0, 0.0, 0.0], [0.0, 0.0, 0.0], [0.0, 0.0, 0.0], [0.0, 0.0, 0.0], [0.0, 0.0, 0.0], [0.0, 0.0, 0.0], [0.0, 0.0, 0.0], [0.0, 0.0, 0.0], [0.0, 0.0, 0.0], [0.0, 0.0, 0.0], [0.0, 0.0, 0.0], [0.0, 0.0, 0.0], [0.0, 0.0, 0.0], [0.0, 0.0, 0.0], [-0.1, 0.0, 0.0], [0.0, 0.0, 0.0], [0.0, 0.0, 0.0], [0.0, 0.0, 0.0], [0.0, 0.0, 0.0], [0.0, 0.0, 0.0], [0.0, 0.0, 0.0], [0.0, 0.0, 0.0], [0.0, 0.0, 0.0], [0.0, 0.0, 0.0], [0.0, 0.0, 0.0], [0.0, 0.0, 0.0], [0.0, 0.0, 0.0], [0.0, 0.0, 0.0], [0.0, 0.0, 0.0], [0.0, 0.0, 0.0], [0.0, 0.0, 0.0], [0.0, 0.0, 0.0], [0.0, 0.0, 0.0], [0.0, 0.0, 0.0], [0.0, 0.0, 0.0], [0.0, 0.0, 0.0], [0.0, 0.0, 0.1], [0.0, 0.0, 0.0], [0.0, 0.0, 0.0], [0.0, 0.0, 0.0], [0.0, 0.0, 0.0], [0.0, 0.0, 0.0], [0.0, 0.0, 0.0], [0.0, 0.0, 0.0], [0.0, 0.0, 0.0], [0.0, 0.0, 0.0], [0.0, 0.0, 0.0], [0.0, 0.0, 0.0], [0.0, 0.0, 0.0], [0.0, 0.0, 0.0], [0.0, 0.0, 0.0], [0.0, 0.0, 0.0], [0.0, 0.0, 0.0], [0.0, 0.0, 0.0], [0.0, 0.0, 0.0], [0.0, 0.0, 0.0], [0.0, 0.0, 0.0], [0.0, 0.0, 0.0], [0.0, 0.0, 0.0], [0.0, 0.0, 0.0], [0.0, 0.0, 0.0], [0.0, 0.0, 0.0], [0.0, 0.0, 0.0], [0.0, 0.0, 0.0], [0.0, 0.0, 0.0], [0.0, 0.0, 0.0], [0.0, 0.0, 0.0], [0.0, 0.0, 0.0], [0.0, 0.0, 0.0]], "lowdin_charge": [-0.06, -0.23, -0.01, -0.71, 0.12, 0.62, -0.14, 0.08, 0.08, 0.08, 0.10, 0.12, 0.09, -0.05, -0.06, 0.01, -0.03, -0.09, -0.10, -0.11, -0.09, -0.10, -0.09, 0.09, 0.09, 0.09, 0.11, 0.09, 0.10, -0.11, -0.09, -0.08, -0.09, -0.11, -0.09, 0.10, 0.10, 0.08, 0.10, 0.09, 0.10, -0.10, -0.10, -0.10, -0.10, -0.09, -0.10, 0.10, 0.10, 0.10, 0.10, 0.10, 0.10, -0.09, -0.10, -0.10, -0.09, -0.11, -0.10, 0.10, 0.10, 0.10, 0.10, 0.09, 0.10, -0.10, -0.09, -0.09, -0.10, -0.09, -0.10, 0.10, 0.10, 0.09, 0.08, 0.10, 0.10, -0.09, -0.10, -0.10, -0.10, -0.10, -0.10, 0.10, 0.10, 0.10, 0.10, 0.10, 0.09, -0.09, -0.09, -0.10, -0.10, -0.09, -0.10, 0.10, 0.10, 0.10, 0.09, 0.10, 0.10]}



DFT total energy per entry: -222199.15732 -60613.00201 eV